{"formula": "C14H26Cl2O3Pt", "method": "wB97M-V/def2-TZVPD", "e_lumo_ev": [4.91, 4.59], "homo_lumo_gap_ev": [4.23, 5.26], "multiplicity": 5, "charge": -2, "elements": ["C", "C", "C", "C", "C", "C", "C", "C", "C", "C", "Pt", "Cl", "Cl", "O", "H", "H", "H", "H", "H", "H", "H", "H", "H", "H", "H", "H", "H", "H", "H", "H", "O", "H", "C", "C", "C", "C", "O", "H", "H", "H", "H", "H", "H", "H", "H", "H"], "coordinates": [[-0.410, 1.935, -1.091], [-1.639, 1.334, -1.524], [-1.338, 0.187, -2.327], [-2.990, 1.790, -1.212], [0.066, 0.085, -2.468], [0.694, 1.126, -1.624], [2.020, 1.722, -1.923], [-0.212, 3.291, -0.559], [-2.319, -0.731, -2.921], [0.790, -0.815, -3.376], [0.342, 0.145, 0.323], [-2.568, -1.215, 0.287], [-1.248, 1.186, 1.647], [1.769, -1.041, -0.455], [-2.988, 2.694, -0.588], [-3.556, 0.984, -0.692], [-3.541, 2.039, -2.132], [-3.040, -1.041, -2.152], [-1.826, -1.645, -3.256], [-2.836, -0.262, -3.774], [0.284, -1.787, -3.444], [1.815, -0.974, -3.012], [0.852, -0.415, -4.400], [2.744, 0.947, -2.218], [2.394, 2.260, -1.043], [1.962, 2.449, -2.757], [-1.022, 3.545, 0.128], [-0.199, 4.050, -1.355], [0.733, 3.349, -0.019], [1.473, -1.963, -0.297], [1.945, 1.286, 1.183], [2.667, 0.690, 0.876], [1.780, -2.548, 2.813], [0.513, -1.687, 2.902], [-0.579, -2.442, 3.625], [0.864, -0.425, 3.711], [0.045, -1.537, 1.600], [2.180, -2.737, 3.810], [2.570, -2.086, 2.204], [1.524, -3.518, 2.371], [-0.340, -2.625, 4.673], [-1.495, -1.848, 3.585], [-0.732, -3.407, 3.132], [1.591, 0.209, 3.180], [-0.041, 0.163, 3.893], [1.303, -0.721, 4.676]], "mulliken_charge": [0.10, 1.34, 0.94, -1.86, 0.47, 0.78, -1.69, -1.66, -1.55, -1.94, 1.16, -0.72, -0.48, -0.89, 0.33, 0.21, 0.37, 0.27, 0.35, 0.25, 0.46, 0.38, 0.24, 0.37, 0.37, 0.28, 0.40, 0.24, 0.37, 0.23, -0.89, 0.27, -1.83, 2.13, -1.86, -1.67, -0.58, 0.44, 0.27, 0.36, 0.40, 0.34, 0.38, 0.26, 0.36, 0.47]}